# 1
ORCA calculation (ωB97M-V/def2-TZVPD) on C34H34N5P2STi as an isolated structure.

Structure (XYZ):
```
77
C34H34N5P2STi, DFT ωB97M-V/def2-TZVPD
Ti 0.659 -0.783 -0.691
C 5.089 1.075 3.088
C 5.083 -0.356 2.571
N 4.654 -0.460 1.182
C 3.369 -0.385 0.800
S 3.020 -0.533 -0.907
N 2.440 -0.214 1.714
N 1.186 -0.228 1.187
C 0.205 0.146 2.065
C 0.524 0.339 3.508
C -1.033 0.351 1.502
C -2.271 0.494 2.200
C -3.447 0.316 1.558
C -3.434 -0.078 0.171
C -2.293 -0.079 -0.523
N -1.054 0.327 0.060
H 5.421 1.098 4.126
H 4.086 1.498 3.037
H 5.766 1.697 2.500
H 4.418 -0.972 3.177
H 6.081 -0.789 2.629
H 5.343 -0.559 0.457
H -0.359 0.595 4.086
H 0.978 -0.564 3.919
H 1.261 1.137 3.616
H -2.249 0.698 3.260
H -4.386 0.400 2.086
H -4.343 -0.407 -0.315
H -2.222 -0.406 -1.551
N 0.480 -1.314 -2.539
P -0.085 1.642 -0.855
C -1.245 2.733 -1.748
C -2.380 2.346 -2.464
C -3.094 3.276 -3.204
C -2.672 4.594 -3.275
C -1.524 4.982 -2.603
C -0.815 4.062 -1.847
C 0.522 2.710 0.460
C 1.899 2.824 0.626
C 2.408 3.655 1.616
C 1.542 4.344 2.450
C 0.164 4.222 2.294
C -0.348 3.417 1.293
P 0.679 -3.022 -2.578
C 0.426 -3.167 -0.729
C -0.839 -2.987 -0.139
C -0.997 -3.055 1.239
C 0.098 -3.329 2.052
C 1.352 -3.509 1.490
C 1.521 -3.409 0.111
C -0.971 -3.613 -3.112
C -1.210 -4.987 -3.098
C -2.439 -5.488 -3.494
C -3.434 -4.623 -3.933
C -3.195 -3.257 -3.974
C -1.967 -2.754 -3.561
H 0.796 -0.846 -3.382
H -2.729 1.330 -2.458
H -3.982 2.962 -3.736
H -3.229 5.313 -3.860
H -1.176 6.004 -2.662
H 0.074 4.389 -1.325
H 2.566 2.266 -0.020
H 3.478 3.760 1.735
H 1.938 4.986 3.226
H -0.507 4.765 2.947
H -1.420 3.336 1.154
H -1.702 -2.835 -0.776
H -1.979 -2.916 1.674
H -0.030 -3.404 3.124
H 2.205 -3.718 2.121
H 2.506 -3.536 -0.320
H -0.430 -5.668 -2.774
H -2.620 -6.555 -3.473
H -4.390 -5.016 -4.253
H -3.963 -2.585 -4.334
H -1.774 -1.688 -3.598
```

energy: -3520.01196 a.u.
total charge: +1

=====

# 2
ORCA calculation (ωB97M-V/def2-TZVPD) on C34H34N7NdO3S as an isolated structure.

Structure (XYZ):
```
80
C34H34N7NdO3S, DFT ωB97M-V/def2-TZVPD
Nd -0.377 -0.135 -0.116
C 3.848 -1.793 1.624
C 2.605 -1.168 1.592
N 2.191 -0.497 0.518
C 3.035 -0.429 -0.534
C 4.190 -1.228 -0.544
N 4.580 -1.884 0.528
C 2.746 0.636 -1.508
C 3.764 1.185 -2.275
C 3.575 2.395 -2.954
C 2.316 2.987 -2.805
C 1.322 2.356 -2.059
N 1.519 1.183 -1.431
C 0.027 3.014 -1.810
C -0.575 3.912 -2.698
N -1.654 4.588 -2.370
C -2.181 4.378 -1.179
C -1.670 3.402 -0.329
N -0.566 2.722 -0.637
C 4.673 3.028 -3.698
C 4.492 4.217 -4.411
C 5.562 4.773 -5.098
N 6.762 4.229 -5.130
C 6.957 3.113 -4.457
C 5.963 2.482 -3.724
H 4.246 -2.264 2.511
H 1.933 -1.187 2.440
H 4.802 -1.362 -1.422
H 4.724 0.701 -2.290
H 2.109 3.958 -3.222
H -0.195 4.081 -3.694
H -3.032 4.986 -0.913
H -2.139 3.170 0.621
H 3.540 4.715 -4.449
H 5.445 5.690 -5.655
H 7.953 2.698 -4.510
H 6.226 1.584 -3.190
C 1.312 -3.680 -0.001
O 0.351 -2.842 0.637
C 0.031 -3.354 1.927
C -0.957 -2.427 2.645
O -0.562 -1.077 2.400
C -1.062 -0.127 3.340
C -0.084 1.044 3.341
O 0.096 1.492 2.001
C 1.066 2.542 1.975
H 0.953 -4.708 -0.071
H 2.253 -3.694 0.557
H 1.476 -3.286 -1.003
H 0.959 -3.446 2.507
H -0.423 -4.350 1.842
H -0.931 -2.648 3.721
H -1.979 -2.592 2.282
H -1.106 -0.562 4.343
H -2.069 0.205 3.049
H 0.885 0.718 3.748
H -0.463 1.863 3.965
H 0.778 3.338 2.666
H 1.090 2.936 0.960
H 2.053 2.164 2.260
C -1.734 -4.073 -1.269
C -2.575 -3.270 -0.334
C -3.558 -3.916 0.446
C -4.412 -3.175 1.215
C -4.412 -1.768 1.090
C -5.394 -0.937 1.662
C -5.407 0.406 1.379
C -4.488 0.958 0.482
C -3.500 0.179 -0.088
S -2.563 0.771 -1.459
C -3.407 -1.200 0.259
N -2.427 -1.955 -0.324
H -0.919 -3.474 -1.677
H -2.369 -4.384 -2.102
H -1.348 -4.979 -0.807
H -3.625 -4.992 0.429
H -5.125 -3.651 1.871
H -6.174 -1.377 2.264
H -6.174 1.040 1.792
H -4.587 1.988 0.174
```

energy: -2884.22986 a.u.
2S+1: 4
<S²>: 3.76
total charge: +2

=====

# 3
ORCA calculation (ωB97M-V/def2-TZVPD) on C34H35N4O2S2SiV as an isolated structure.

Structure (XYZ):
```
79
C34H35N4O2S2SiV, DFT ωB97M-V/def2-TZVPD
V -0.414 -0.707 -0.841
C -3.272 -3.208 1.110
C -2.041 -2.646 0.486
N -1.954 -1.342 0.107
N -2.989 -0.512 0.524
C -3.026 0.739 0.039
N -3.992 1.539 0.499
S -1.913 1.285 -1.119
C -0.851 -3.380 0.238
C -0.629 -4.718 0.608
C 0.594 -5.291 0.356
C 1.598 -4.545 -0.267
C 1.319 -3.243 -0.614
N 0.136 -2.667 -0.380
H -4.163 -2.808 0.622
H -3.339 -2.972 2.176
H -3.299 -4.290 1.011
H -3.309 -0.660 1.478
H -4.633 1.240 1.214
H -3.979 2.508 0.234
H -1.408 -5.279 1.102
H 0.781 -6.316 0.647
H 2.572 -4.965 -0.467
H 2.062 -2.617 -1.093
C 0.426 4.649 -6.029
C -0.033 3.328 -5.484
C -1.388 3.034 -5.369
C -1.812 1.810 -4.874
C -0.863 0.866 -4.513
C 0.497 1.135 -4.608
C 0.901 2.366 -5.090
S -1.428 -0.681 -3.871
C -0.978 -1.767 -5.212
O -0.414 -1.084 -2.798
H -0.352 5.405 -5.946
H 0.686 4.553 -7.085
H 1.313 5.004 -5.505
H -2.121 3.777 -5.653
H -2.867 1.597 -4.755
H 1.225 0.401 -4.286
H 1.958 2.591 -5.157
H 0.087 -1.661 -5.411
H -1.567 -1.493 -6.086
H -1.217 -2.781 -4.895
O 0.906 0.107 0.123
Si 1.177 0.449 1.701
C -0.436 0.217 2.659
C -1.301 1.291 2.878
C -2.509 1.121 3.547
C -2.873 -0.135 4.014
C -2.020 -1.218 3.813
C -0.818 -1.041 3.140
C 2.449 -0.716 2.412
C 3.407 -1.305 1.585
C 4.373 -2.157 2.101
C 4.399 -2.432 3.461
C 3.461 -1.850 4.302
C 2.495 -1.001 3.779
C 1.692 2.235 1.838
C 2.436 2.697 2.926
C 2.762 4.040 3.048
C 2.348 4.944 2.079
C 1.612 4.502 0.989
C 1.288 3.157 0.871
H -1.016 2.281 2.537
H -3.151 1.975 3.731
H -3.796 -0.266 4.566
H -2.280 -2.191 4.212
H -0.157 -1.891 3.004
H 3.401 -1.086 0.523
H 5.112 -2.601 1.446
H 5.153 -3.094 3.867
H 3.481 -2.059 5.364
H 1.763 -0.561 4.449
H 2.777 2.000 3.684
H 3.344 4.381 3.894
H 2.604 5.992 2.172
H 1.294 5.205 0.229
H 0.719 2.814 0.014
```

2S+1: 4
ΔE to the lowest compared entry with this formula, charge and spin: 0.0 kJ/mol
<S²>: 3.78
total charge: +1

=====

# 4
ORCA calculation (ωB97M-V/def2-TZVPD) on C34H35N4O2S2SiV as an isolated structure.

Structure (XYZ):
```
79
C34H35N4O2S2SiV, DFT ωB97M-V/def2-TZVPD
V 1.399 1.432 -0.336
C 4.365 0.105 -3.212
C 3.239 0.752 -2.479
N 3.116 0.695 -1.170
N 4.135 0.237 -0.378
C 4.154 0.635 0.898
N 5.104 0.151 1.706
S 3.002 1.745 1.488
C 2.217 1.561 -3.081
C 2.050 1.733 -4.466
C 1.115 2.622 -4.933
C 0.343 3.351 -4.015
C 0.522 3.126 -2.678
N 1.421 2.242 -2.196
H 4.350 -0.980 -3.071
H 5.328 0.485 -2.856
H 4.322 0.297 -4.279
H 4.814 -0.411 -0.754
H 5.806 -0.499 1.396
H 5.118 0.448 2.665
H 2.653 1.164 -5.157
H 0.978 2.761 -5.996
H -0.388 4.074 -4.347
H -0.064 3.642 -1.927
C -0.212 1.721 7.229
C -0.480 1.721 5.752
C -0.888 0.567 5.097
C -1.154 0.574 3.734
C -1.019 1.757 3.029
C -0.596 2.926 3.656
C -0.330 2.899 5.010
S -1.319 1.699 1.284
C -2.645 2.884 1.118
O -0.136 2.460 0.662
H -0.128 0.708 7.618
H -1.024 2.220 7.762
H 0.708 2.258 7.460
H -0.995 -0.357 5.653
H -1.458 -0.335 3.227
H -0.457 3.834 3.082
H 0.002 3.802 5.509
H -2.334 3.853 1.502
H -3.506 2.508 1.670
H -2.880 2.937 0.056
O 0.282 -0.034 -0.534
Si -0.735 -1.271 -0.763
C 0.181 -2.650 -1.646
C -0.427 -3.888 -1.860
C 0.242 -4.915 -2.509
C 1.544 -4.725 -2.952
C 2.168 -3.504 -2.742
C 1.489 -2.479 -2.097
C -2.205 -0.621 -1.742
C -3.301 -1.405 -2.108
C -4.362 -0.872 -2.826
C -4.349 0.466 -3.197
C -3.269 1.264 -2.845
C -2.213 0.722 -2.126
C -1.364 -1.966 0.867
C -0.485 -2.662 1.702
C -0.901 -3.168 2.925
C -2.220 -3.002 3.331
C -3.113 -2.326 2.512
C -2.683 -1.808 1.296
H -1.438 -4.065 -1.508
H -0.249 -5.867 -2.667
H 2.069 -5.526 -3.455
H 3.187 -3.356 -3.084
H 1.974 -1.523 -1.937
H -3.338 -2.452 -1.827
H -5.201 -1.500 -3.098
H -5.175 0.882 -3.758
H -3.247 2.307 -3.137
H -1.370 1.350 -1.859
H 0.542 -2.821 1.388
H -0.203 -3.704 3.556
H -2.552 -3.409 4.277
H -4.144 -2.202 2.819
H -3.389 -1.273 0.670
```

2S+1: 4
ΔE to the lowest compared entry with this formula, charge and spin: 32.7 kJ/mol
<S²>: 3.78
total charge: +1

=====

# 5
ORCA calculation (ωB97M-V/def2-TZVPD) on C34H36As2BrCsF3N2O2S as an isolated structure.

Structure (XYZ):
```
82
C34H36As2BrCsF3N2O2S, DFT ωB97M-V/def2-TZVPD
Cs 0.617 0.890 -0.401
C 3.061 -0.643 3.727
As 1.673 -1.378 2.570
C 0.203 -0.175 3.044
C 1.061 -2.873 3.719
C 1.498 -3.016 5.032
C 1.023 -4.035 5.847
C 0.091 -4.933 5.354
C -0.344 -4.813 4.040
C 0.140 -3.803 3.215
As -0.404 -3.658 1.327
C -1.843 -5.003 1.310
C 1.030 -4.808 0.632
H 2.669 -0.307 4.687
H 3.486 0.201 3.188
H 3.835 -1.395 3.887
H 0.012 -0.210 4.116
H -0.700 -0.468 2.506
H 0.475 0.844 2.758
H 2.219 -2.319 5.439
H 1.378 -4.120 6.867
H -0.296 -5.725 5.982
H -1.067 -5.527 3.667
H -1.487 -5.992 1.597
H -2.243 -5.059 0.298
H -2.645 -4.694 1.980
H 1.058 -5.746 1.188
H 1.976 -4.283 0.759
H 0.875 -5.009 -0.427
C -1.057 -4.543 -2.400
C -2.307 -4.322 -3.249
C -3.534 -4.679 -2.397
C -2.236 -5.265 -4.456
C -2.427 -2.872 -3.717
C -3.462 -2.525 -4.606
C -3.627 -1.238 -5.073
C -2.748 -0.253 -4.634
S -2.681 1.439 -4.991
C -1.305 1.605 -3.892
N -0.939 0.498 -3.328
C -1.730 -0.564 -3.727
C -1.570 -1.878 -3.279
C -0.743 2.943 -3.638
C -0.626 3.816 -4.731
C -0.114 5.085 -4.530
C 0.244 5.464 -3.239
C 0.087 4.582 -2.177
C -0.405 3.266 -2.306
H -1.010 -5.586 -2.077
H -1.065 -3.915 -1.507
H -0.145 -4.322 -2.959
H -3.491 -5.725 -2.081
H -4.463 -4.528 -2.951
H -3.572 -4.051 -1.505
H -2.129 -6.298 -4.120
H -1.381 -5.017 -5.087
H -3.134 -5.206 -5.072
H -4.157 -3.286 -4.938
H -4.434 -1.001 -5.753
H -0.768 -2.082 -2.583
H -0.902 3.498 -5.733
H 0.007 5.766 -5.364
H 0.644 6.459 -3.065
H 0.371 4.949 -1.191
Br -6.416 0.017 -2.866
C -4.840 0.057 -1.815
C -4.463 -1.067 -1.100
C -3.300 -0.985 -0.350
N -2.540 0.106 -0.288
C -2.918 1.172 -0.994
C -4.072 1.202 -1.767
H -5.045 -1.976 -1.131
H -2.963 -1.845 0.222
H -2.249 2.033 -0.982
H -4.331 2.087 -2.329
F 2.741 4.591 3.395
C 3.292 3.526 2.799
F 4.270 3.990 1.996
F 3.901 2.812 3.778
C 2.276 2.636 2.019
O 1.091 2.984 2.034
O 2.810 1.642 1.481
```

ΔE to the lowest compared entry with this formula, charge and spin: 0.0 kJ/mol
total charge: -1

=====

# 6
ORCA calculation (ωB97M-V/def2-TZVPD) on C34H36AsCeF6NOP as an isolated structure.

Structure (XYZ):
```
81
C34H36AsCeF6NOP, DFT ωB97M-V/def2-TZVPD
Ce 1.020 -0.346 -1.281
C 5.027 1.883 -0.481
C 4.694 0.812 0.629
C 5.115 -0.630 0.162
C 3.227 0.890 1.151
C 2.956 1.759 2.366
O 1.693 2.548 2.097
C 1.405 2.266 0.815
N 2.183 1.416 0.149
C 0.450 3.228 0.147
C 0.917 4.532 0.154
C 0.368 5.570 -0.578
C -0.886 5.307 -1.166
C -1.484 4.072 -1.001
C -0.785 2.958 -0.459
P -1.676 1.368 -0.390
C -2.628 1.488 1.165
C -3.878 2.001 1.452
C -4.387 2.141 2.744
C -3.547 1.791 3.789
C -2.245 1.368 3.540
C -1.850 1.154 2.259
C -3.154 1.315 -1.473
C -3.224 2.037 -2.661
C -4.506 2.067 -3.311
C -5.453 1.123 -3.039
C -5.295 0.246 -1.932
C -4.191 0.423 -1.097
H 5.018 2.917 -0.036
H 4.331 1.903 -1.327
H 6.047 1.661 -0.868
H 5.278 1.139 1.489
H 4.638 -0.938 -0.810
H 4.872 -1.456 0.927
H 6.198 -0.529 -0.034
H 3.014 -0.167 1.335
H 3.717 2.536 2.525
H 2.891 1.166 3.297
H 1.784 4.774 0.780
H 0.918 6.486 -0.660
H -1.368 6.013 -1.769
H -2.471 3.867 -1.454
H -4.468 2.385 0.647
H -5.467 2.389 2.951
H -3.884 1.886 4.799
H -1.502 1.326 4.320
H -0.844 0.700 2.127
H -2.364 2.586 -3.091
H -4.627 2.755 -4.106
H -6.316 0.997 -3.682
H -6.126 -0.376 -1.587
H -4.114 -0.085 -0.107
C 2.115 -2.538 2.097
C 0.619 -2.524 1.767
C -0.259 -2.400 2.999
C 0.308 -1.480 0.697
C 0.460 -3.839 1.036
C -0.335 -4.891 1.532
C -0.132 -6.146 0.970
C 0.824 -6.409 -0.029
C 1.441 -5.313 -0.640
C 1.315 -4.057 -0.092
H 2.324 -1.775 2.799
H 2.718 -2.405 1.223
H 2.393 -3.474 2.572
H -0.094 -1.372 3.338
H 0.037 -3.079 3.787
H -1.328 -2.442 2.741
H -0.786 -1.317 0.561
H -1.081 -4.762 2.282
H -0.742 -6.977 1.384
H 0.836 -7.416 -0.466
H 1.963 -5.508 -1.579
H 1.833 -3.221 -0.551
F -0.350 -1.327 -2.232
As -0.256 -3.090 -7.854
F 1.311 1.232 -2.634
F -1.481 -2.820 -9.107
F -0.178 -4.790 -8.122
F -1.188 -3.144 -6.344
F 2.693 -1.441 -1.550
```

2S+1: 2
ΔE to the lowest compared entry with this formula, charge and spin: 0.0 kJ/mol
<S²>: 0.77
total charge: +2

=====

Which value of total charge does entry 4 give? +1